ORCA calculation (ωB97M-V/def2-TZVPD) on a molecular structure, C19H33Br4CaCl3CsMgN5O5PS2 in a non-equilibrium geometry.

Positions of all 75 atoms, in Å:
C -4.3844 -1.1957 0.3725
C -3.6350 -1.0200 -1.0878
P -1.8087 -0.4907 -0.9044
C -1.6587 0.7468 0.5398
C -2.3286 2.2277 0.1516
C -0.7812 -2.0815 -0.6369
C -1.5135 -3.5130 -0.1751
C -0.4401 -4.7887 -0.0306
C -1.0333 -6.2756 0.4560
C -1.5893 -6.1108 2.0056
C -0.3519 -5.9813 3.1055
N -0.9978 -5.7483 4.4773
N 1.0254 -4.7071 -0.2789
N 1.5345 -3.5059 -0.6695
C 0.8730 -2.1638 -0.8726
C 1.6424 -0.7633 -1.3123
C 3.2722 -0.8134 -1.1381
C 3.9619 0.5869 -0.6371
C 3.3739 0.9507 0.8498
S 4.6713 1.1279 2.1917
C 5.1422 2.9483 2.3007
N 5.5629 3.8849 1.1817
N 5.7974 5.1554 1.7491
C 5.5313 4.9760 3.2542
O 5.0957 3.6137 3.6328
H -4.4949 -0.1577 0.9514
H -3.7249 -1.8809 1.0844
H -5.4606 -1.6359 0.1792
H -4.2242 -0.2259 -1.7139
H -3.6600 -2.0684 -1.6077
H -0.5549 0.9072 0.8921
H -2.3030 0.3340 1.4288
H -2.7503 2.7726 1.1246
H -1.5191 2.9429 -0.3129
H -3.2367 2.1177 -0.6047
H -2.6681 -3.6101 0.0268
H -1.8553 -6.6950 -0.2631
H -0.1074 -7.0261 0.5189
H -2.3589 -5.2232 2.0776
H -2.1524 -7.1238 2.2731
H 0.2433 -7.0074 3.1427
H 0.3662 -5.1044 2.7848
H -0.1877 -5.5338 5.1272
H -1.5920 -4.9007 4.3428
H 2.5830 -3.5029 -0.8692
H 1.1733 0.1337 -0.6967
H 1.4151 -0.5511 -2.4466
H 3.6468 -1.6612 -0.3970
H 3.7264 -1.0473 -2.2126
H 5.1409 0.4078 -0.5871
H 3.8075 1.4324 -1.4402
H 2.6167 0.1086 1.2237
H 2.7702 1.9594 0.8070
H 5.6058 5.7945 4.0887
Br 7.7847 6.2677 4.0377
Mg -4.4679 2.4037 -1.6503
Br 1.9963 -4.2013 3.3492
Cl 2.5255 -1.9991 2.5021
Br -2.6708 4.3610 -5.2062
C -0.7725 3.9799 -4.9671
C -0.5053 2.4933 -4.9957
Br -1.0236 1.6500 -3.3146
H -0.4661 4.4584 -4.0327
H -0.2753 4.4775 -5.8045
H 0.5658 2.2957 -5.0941
H -1.0414 1.9711 -5.7929
Ca -3.3845 -1.6338 2.5810
O -3.4229 7.8605 0.0225
S -3.5484 7.0124 -1.1769
O -4.3270 7.7268 -2.2047
O -4.2373 5.7582 -0.8220
O -2.2062 6.7040 -1.7030
Cs 6.3370 1.7787 0.0741
Cl 0.0032 -0.5039 1.2814
Cl -4.0692 6.1250 -4.5304

## Properties
orbital gap: 2.5 eV
maximum force: 8.8 eV/A
charge: -1
LUMO energy: -1.37 eV
electronic energy: -15104.77190 Eh